[1]
The following is a quantum chemistry calculation of C5H6O in the gas phase, from the OMol25 dataset.

The frontier orbital gap comes out at 10.46 eV. The HOMO energy is -9.53 eV. As for the SMILES: C=C=CCC=O. The spin multiplicity is 1. Its largest force on an atom is 0.6 eV Å⁻¹. The energy above the lowest of the compared OMol25 structures with the same formula, charge and spin comes out at 46.1 kcal/mol.

Last column: natural (NBO) charge in e.
CARTESIAN COORDINATES (ANGSTROEM)
O  -1.8114  1.4765  -0.2029  -0.514
C  2.0251  0.4313  0.8095  -0.492
C  0.3459  -0.2811  -1.0390  -0.281
C  1.2932  0.0558  -0.2040  0.105
C  -0.9560  -0.7633  -0.4163  -0.528
C  -1.5836  0.4156  0.3244  0.448
H  2.7943  -0.1985  1.2459  0.224
H  1.8448  1.4107  1.2476  0.226
H  0.4061  -0.1093  -2.1113  0.238
H  -1.7923  0.2653  1.4068  0.110
H  -1.6651  -1.1182  -1.1740  0.241
H  -0.7680  -1.5863  0.2839  0.223

Force components x, y, z for each atom (eV/Å):
0.0 -0.5 0.3
0.0 0.0 -0.2
0.2 0.1 0.2
-0.1 0.0 0.1
-0.1 0.0 0.0
-0.1 0.2 -0.2
-0.1 0.1 -0.1
0.2 -0.1 -0.1
0.1 -0.1 0.2
0.0 0.0 -0.2
0.1 0.1 0.1
-0.1 0.2 -0.1

***

[2]
The following is a quantum chemistry calculation of C22H24N4O2S in the gas phase at a distorted geometry, from the OMol25 dataset.

The frontier orbital gap comes out at 8.69 eV. The HOMO energy is -8.03 eV. As for the SMILES: O=C(c1ccco1)N1CCN(c2nc(C3CC3)nc3sc4c(c23)CCCC4)CC1. The spin multiplicity is 1. Its largest force on an atom is 1.0 eV Å⁻¹. The energy above the lowest of the compared OMol25 structures with the same formula, charge and spin comes out at 37.5 kcal/mol.

Last column: natural (NBO) charge in e.
CARTESIAN COORDINATES (ANGSTROEM)
S  -4.5976  -1.5492  0.0831  0.408
O  4.0357  0.2153  -2.6960  -0.603
O  6.0129  1.5615  -1.1135  -0.366
N  0.1041  0.3069  0.0039  -0.452
N  -2.7958  -1.7718  2.0650  -0.482
N  2.5366  1.0113  -1.2168  -0.425
N  -0.7058  -0.7019  1.9192  -0.541
C  4.8917  0.9833  -0.6398  0.166
C  -1.3371  -1.8231  3.9484  -0.278
C  6.3913  1.0174  1.0065  -0.322
C  -2.2349  -0.4311  0.1217  -0.152
C  6.9046  1.5883  -0.1186  0.108
C  -4.1473  -0.4266  -1.1811  -0.143
C  -4.7146  1.2225  -2.9355  -0.385
C  2.1201  1.6405  0.0119  -0.228
C  5.0787  0.6183  0.6695  -0.280
C  -2.8984  0.0845  -1.0385  -0.075
C  0.5366  -0.3546  -1.2196  -0.228
C  -0.5434  -0.9049  4.8431  -0.399
C  -3.2166  1.2461  -3.2225  -0.392
C  -5.1008  -0.1033  -2.2799  -0.441
C  1.4154  0.5965  -2.0316  -0.225
C  1.2503  0.6736  0.8176  -0.222
C  -3.0806  -1.2718  0.8766  0.079
C  -2.4241  1.2044  -1.9175  -0.409
C  3.7974  0.7061  -1.6079  0.635
C  -1.6336  -1.3955  2.5754  0.436
C  -0.9486  -0.2844  0.6862  0.452
C  0.0855  -2.1495  4.3257  -0.399
H  6.8792  0.8928  1.9511  0.232
H  -4.9649  2.0464  -2.2642  0.199
H  0.8876  1.1512  1.7274  0.229
H  -5.0743  -0.9064  -3.0246  0.216
H  1.1307  -1.2490  -0.9701  0.188
H  -1.3608  1.1244  -2.1277  0.212
H  -6.1190  -0.0594  -1.8885  0.221
H  -2.1345  -2.4074  4.3858  0.238
H  -2.5725  2.1423  -1.3704  0.212
H  0.8255  -2.0516  3.5472  0.225
H  1.5204  2.5236  -0.2416  0.197
H  1.8364  -0.2127  1.0996  0.183
H  1.8085  0.0977  -2.9189  0.255
H  -2.9547  2.1475  -3.7794  0.211
H  -5.2810  1.3546  -3.8585  0.212
H  0.2484  -2.9746  5.0017  0.216
H  -0.3294  -0.6770  -1.7966  0.221
H  7.8566  2.0368  -0.3230  0.207
H  2.9867  1.9558  0.5900  0.233
H  -0.2268  0.0337  4.4158  0.222
H  -2.9534  0.3822  -3.8368  0.197
H  4.3830  0.1103  1.3061  0.228
H  -0.8244  -0.8525  5.8836  0.217
H  0.8448  1.4822  -2.3326  0.194

Force components x, y, z for each atom (eV/Å):
0.3 0.3 -0.1
0.2 0.0 -0.1
-0.2 0.1 -0.6
0.0 0.2 0.0
-0.2 -0.3 0.5
-0.2 0.0 0.0
0.3 0.1 -0.1
-0.2 -0.5 0.9
0.0 -0.1 0.2
0.4 0.2 -0.4
-0.1 -0.5 0.6
0.2 -0.2 0.9
0.2 -0.3 0.2
0.1 -0.2 -0.1
-0.1 0.0 0.4
-0.3 0.2 -0.8
-0.3 0.1 -0.3
0.0 0.1 -0.3
0.0 0.1 0.1
-0.1 0.2 0.2
-0.1 0.1 -0.1
-0.1 -0.4 -0.2
0.2 0.4 0.0
0.3 0.3 -0.4
0.0 0.0 -0.2
0.1 0.1 -0.2
-0.3 -0.1 -0.3
-0.3 -0.1 0.2
0.1 -0.1 0.0
0.2 0.0 0.2
0.0 0.1 0.0
0.1 0.0 0.0
-0.1 0.0 0.0
-0.1 0.0 0.0
0.0 0.1 0.0
0.0 0.0 -0.1
0.1 0.0 0.1
0.1 0.0 0.0
0.0 0.1 -0.1
0.1 0.0 0.1
0.0 0.0 0.0
-0.1 0.1 0.1
0.0 0.0 -0.1
0.0 0.0 0.0
-0.1 0.0 0.1
0.0 0.0 0.0
0.1 0.1 -0.1
-0.1 0.0 -0.1
0.0 0.0 -0.1
0.0 0.0 -0.1
-0.2 -0.1 0.1
0.0 -0.1 0.1
0.0 -0.1 0.0

***

[3]
The following is a quantum chemistry calculation of a molecular structure, C27H41AsO5ReS8Si, from the OMol25 dataset.

The frontier orbital gap comes out at 6.37 eV. The HOMO energy is -11.26 eV. As for the charge: +1. The spin multiplicity is 1. Its largest force on an atom is 0.5 eV Å⁻¹. The energy above the lowest of the compared OMol25 structures with the same formula, charge and spin comes out at 24.0 kcal/mol.

Last column: Mulliken charge in e.
CARTESIAN COORDINATES (ANGSTROEM)
Re  0.7927  0.3659  1.1365  -3.746
As  0.7550  -1.9597  3.9341  0.325
S  4.1104  1.4858  1.5837  0.011
S  4.0669  3.8635  -0.0530  -0.111
S  1.8208  -3.5847  3.4150  -0.194
S  0.6656  -0.8547  5.6289  -0.274
S  2.6601  0.0877  2.1703  -0.071
S  -0.5552  -1.1957  2.3426  -0.286
S  -1.2073  1.6856  3.4096  0.825
S  1.5820  2.2967  0.1078  -0.194
Si  0.6344  -1.8790  -1.4829  -2.085
O  0.9064  -1.2057  -2.9070  0.409
O  0.8936  -0.6439  -0.3025  4.969
O  -0.8739  -2.2927  -1.1294  0.592
O  1.7013  -3.0224  -1.1622  0.282
O  -0.2226  1.7325  2.1792  0.582
C  0.9968  4.3931  3.2340  0.199
C  -0.0758  4.1549  4.0892  0.075
C  3.1408  -3.1145  -1.3481  1.726
C  3.6375  -4.0586  -0.2680  -1.612
C  1.4819  0.8493  -3.9525  -1.641
C  -1.1702  -4.3188  -2.4275  -1.525
C  -1.5411  -3.5865  -1.1467  1.570
C  -0.9029  5.2093  4.4639  -0.284
C  3.2472  2.6087  0.5698  -0.094
C  -3.3660  1.8299  -0.8057  -0.629
C  -2.8477  2.4929  0.2971  -0.341
C  1.2241  5.6676  2.7401  -0.766
C  -4.1332  0.6872  -0.6331  -0.403
C  -3.1156  2.0234  1.5785  0.377
C  -3.8863  0.8767  1.7488  -0.344
C  -3.0263  -3.2687  -1.1038  -1.577
C  0.3883  6.7137  3.1070  -0.543
C  0.3504  -0.1359  -3.7050  1.975
C  -0.1288  -0.7701  -5.0017  -1.833
C  -0.6695  6.4861  3.9749  -0.588
C  -4.3921  0.2101  0.6442  -0.702
C  -0.8000  0.5306  -2.9682  -1.530
C  3.3745  -3.6782  -2.7406  -1.722
C  -0.3538  2.7705  4.5873  -1.233
C  3.7777  -1.7395  -1.1964  -1.247
C  -1.1096  -4.3620  0.0877  -1.244
C  -2.5267  2.7316  2.7661  -1.269
H  3.1225  -5.0171  -0.3366  0.326
H  -0.5324  -0.0100  -5.6718  0.452
H  -1.5894  -0.1869  -2.7383  0.303
H  1.8338  1.2709  -3.0080  0.170
H  -2.0773  3.6898  2.5050  0.476
H  3.4520  -3.6341  0.7197  0.208
H  2.9097  -4.6603  -2.8341  0.364
H  -0.4560  0.9886  -2.0366  0.104
H  3.5523  -1.3212  -0.2121  0.030
H  -0.9113  -1.5032  -4.7988  0.282
H  -1.7281  5.0344  5.1457  0.400
H  -3.1749  2.2117  -1.7996  0.459
H  -1.3117  7.3035  4.2753  0.413
H  -4.9968  -0.6770  0.7811  0.472
H  -1.4500  -3.7280  -3.3019  0.272
H  2.3160  0.3485  -4.4449  0.357
H  -1.2184  1.3242  -3.5891  0.646
H  -0.0972  -4.5200  -2.4626  0.157
H  2.0595  5.8415  2.0737  0.401
H  0.5702  7.7099  2.7258  0.409
H  -4.5376  0.1710  -1.4942  0.452
H  -4.0970  0.5054  2.7461  0.430
H  -0.0292  -4.5115  0.0922  0.120
H  -1.3911  -3.8197  0.9913  0.201
H  4.4433  -3.7824  -2.9339  0.476
H  0.5439  2.2018  4.8415  0.379
H  0.6976  -1.2724  -5.5044  0.369
H  -2.2454  3.3845  0.1640  0.416
H  -3.6100  -4.1897  -1.0743  0.428
H  2.9503  -3.0131  -3.4944  0.166
H  1.6608  3.5854  2.9603  0.479
H  -1.0053  2.7532  5.4656  0.584
H  -3.2537  -2.6813  -0.2138  0.217
H  -1.6905  -5.2759  -2.4796  0.532
H  -3.3204  -2.6997  -1.9874  0.369
H  3.4263  -1.0520  -1.9683  0.164
H  -1.5962  -5.3383  0.1036  0.558
H  4.7089  -4.2303  -0.3799  0.440
H  -3.2364  2.8742  3.5841  0.636
H  1.1440  1.6666  -4.5907  0.478
H  4.8614  -1.8238  -1.2815  0.573

Force components x, y, z for each atom (eV/Å):
0.0 0.2 -0.5
-0.1 0.0 0.0
-0.1 0.1 0.0
-0.1 0.0 0.1
0.0 0.0 0.1
0.0 0.0 0.0
0.2 0.0 0.2
0.1 -0.1 0.1
0.0 0.0 0.0
0.0 0.1 0.3
0.1 0.0 0.0
0.1 0.0 0.0
-0.2 0.0 -0.1
0.0 0.0 0.0
0.0 -0.1 0.2
-0.3 0.1 0.1
-0.1 0.1 0.0
0.0 -0.1 0.0
0.0 0.0 -0.1
0.0 0.0 0.0
0.0 0.0 0.0
0.0 0.0 0.0
0.0 0.0 0.0
0.0 0.0 0.0
0.2 -0.3 -0.3
0.0 0.0 0.0
0.0 0.0 0.0
0.0 0.0 0.0
0.0 0.0 0.0
0.0 0.0 0.0
0.0 0.0 0.0
0.0 0.0 0.0
0.0 0.0 0.0
0.0 0.0 0.0
0.0 0.0 0.0
0.0 0.0 0.0
0.0 0.0 0.0
0.0 0.1 0.0
0.0 0.0 0.0
0.0 0.0 0.0
0.0 0.0 0.0
0.0 0.0 0.0
0.1 0.0 0.0
0.0 0.0 0.0
0.0 0.0 0.0
0.0 0.0 0.0
0.0 0.0 0.0
0.0 0.0 0.0
0.0 0.0 0.0
0.0 0.0 0.0
0.0 0.0 0.0
0.0 0.0 0.0
0.0 0.0 0.0
0.0 0.0 0.0
0.0 0.0 0.0
0.0 0.0 0.0
0.0 0.0 0.0
0.0 0.0 0.0
0.0 0.0 0.0
0.0 0.0 0.0
0.0 0.0 0.0
0.0 0.0 0.0
0.0 0.0 0.0
0.0 0.0 0.0
0.0 0.0 0.0
0.0 0.0 0.0
0.0 0.0 0.0
0.0 0.0 0.0
0.0 0.0 0.0
0.0 0.0 0.0
0.0 0.0 0.0
0.0 0.0 0.0
0.0 0.0 0.0
0.0 -0.1 0.0
0.0 0.0 0.0
0.0 0.0 0.0
0.0 0.0 0.0
0.0 0.0 0.0
0.0 0.0 0.0
0.0 0.0 0.0
0.0 0.0 0.0
0.0 -0.1 0.0
0.0 0.0 0.0
0.0 0.0 0.0

***

[4]
The following is a quantum chemistry calculation of 3 unconnected molecules or ions with the total composition C17H37F3O8 at a distorted geometry, from the OMol25 dataset.

The frontier orbital gap comes out at 9.71 eV. The HOMO energy is -9.03 eV. As for the SMILES: COC[C@H](OC)C(F)(F)F.COCCOCCOC.COCCOCCOC. The spin multiplicity is 1. Its largest force on an atom is 4.8 eV Å⁻¹.

Last column: natural (NBO) charge in e.
CARTESIAN COORDINATES (ANGSTROEM)
F  -5.4073  4.5211  -0.8606  -0.342
F  -3.2072  3.7888  -0.2851  -0.346
F  -4.5386  2.5069  -1.7991  -0.368
O  5.9346  -4.6054  -0.0804  -0.549
O  5.3264  -1.6053  0.0279  -0.542
O  3.2383  -3.5924  1.0950  -0.550
O  -3.0424  0.7234  2.2115  -0.551
O  -2.6845  -2.3667  2.2436  -0.548
O  -1.2791  -0.6495  0.1168  -0.545
O  -3.3654  6.0768  -2.6650  -0.530
O  -1.0059  4.8606  -3.2360  -0.549
C  -4.1692  3.9163  -1.4031  0.969
C  4.2185  -2.2125  -0.6496  -0.086
C  -2.6718  -0.3127  0.0415  -0.086
C  3.0022  -2.4683  0.2453  -0.098
C  -3.4584  -3.5047  1.8897  -0.251
C  -4.6057  6.8426  -2.8615  -0.283
C  2.6589  -3.4435  2.3840  -0.251
C  -2.1142  3.9007  -3.1149  -0.088
C  6.4009  -5.2465  -1.2565  -0.251
C  -3.0542  0.9573  0.8009  -0.095
C  -3.5789  4.6249  -2.7571  -0.007
C  -0.3784  5.1399  -1.9171  -0.284
C  6.8101  -3.5736  0.3817  -0.095
C  -0.7985  -1.0905  1.3934  -0.085
C  -2.6042  1.8463  2.9590  -0.250
C  -1.3238  -2.4648  1.8186  -0.096
C  6.0107  -2.4215  0.9894  -0.085
H  -5.4754  6.2352  -3.3879  0.192
H  -4.9873  7.1378  -1.7694  0.194
H  -2.4113  1.5181  3.9852  0.191
H  7.4357  -3.1946  -0.4350  0.174
H  3.0393  -4.2464  3.0189  0.194
H  -2.2136  3.3196  -4.1510  0.213
H  6.6881  -4.5144  -2.0182  0.165
H  0.3606  4.3086  -1.5545  0.191
H  -4.3666  7.8696  -3.3927  0.211
H  7.2450  -5.9015  -1.0195  0.168
H  0.2895  -1.1779  1.2800  0.182
H  1.5711  -3.5212  2.3184  0.165
H  3.9136  -1.4881  -1.4154  0.187
H  7.4555  -4.0174  1.1445  0.176
H  6.7209  -1.7495  1.4829  0.186
H  0.1066  6.2240  -1.9652  0.211
H  -1.6707  2.2506  2.5539  0.163
H  -3.2927  -1.1629  0.3257  0.187
H  2.9489  -2.4888  2.8337  0.165
H  5.5832  -5.8507  -1.6620  0.193
H  -3.1646  -4.3632  2.4984  0.169
H  2.7806  -1.5666  0.8306  0.173
H  -1.2879  5.2442  -1.1552  0.188
H  -1.8183  3.0735  -2.3247  0.200
H  -0.7446  -2.8340  2.6739  0.174
H  -4.5079  -3.2707  2.0805  0.194
H  -2.3654  1.7666  0.5315  0.177
H  -0.9636  -0.3350  2.1590  0.192
H  -2.8672  -0.1347  -1.0214  0.187
H  -1.2168  -3.1726  0.9866  0.175
H  5.3259  -2.7627  1.7664  0.188
H  -3.3805  2.6176  2.9708  0.170
H  -4.2797  4.3371  -3.6789  0.228
H  -4.0714  1.2551  0.5330  0.182
H  4.5271  -3.1080  -1.1854  0.190
H  -3.3498  -3.7342  0.8252  0.165
H  2.1306  -2.7104  -0.3751  0.179

Force components x, y, z for each atom (eV/Å):
4.0 -1.9 -1.6
-3.2 0.7 -3.5
1.1 4.1 1.4
0.2 0.3 -0.4
-0.1 -0.5 0.1
0.0 0.4 0.4
0.5 0.2 -0.1
0.0 -0.3 -0.5
-0.2 0.0 0.4
-1.9 -2.1 -0.6
-0.7 -1.2 1.5
-1.2 -1.5 1.1
-0.2 0.4 0.1
0.1 0.2 -0.1
0.4 -0.6 -0.2
0.1 0.4 0.2
-1.0 1.0 1.4
0.2 -0.2 -0.4
0.8 -0.8 -0.2
-0.2 0.0 0.3
0.0 -0.6 0.4
0.8 -0.1 -0.6
-1.5 1.1 0.8
-0.6 -0.2 0.1
0.2 -0.3 -0.3
-0.2 -0.4 0.0
-0.4 0.6 0.3
0.2 0.2 -0.2
2.0 1.3 0.9
0.6 -0.7 -2.4
-0.1 0.0 -0.2
-0.1 0.0 0.0
-0.1 0.0 -0.1
0.2 1.6 2.2
0.1 0.0 0.0
-1.3 1.5 -0.9
-0.3 -2.4 0.8
0.1 0.0 -0.2
-0.1 0.0 -0.1
-0.1 0.1 0.2
0.1 0.0 0.2
0.2 0.2 0.1
0.0 0.0 -0.2
-0.8 -2.6 -0.1
0.0 0.1 -0.1
0.0 0.1 0.3
-0.1 0.1 0.0
0.1 0.1 0.2
0.0 -0.2 -0.1
0.1 -0.1 0.0
2.2 -0.3 -1.3
-0.8 1.7 -1.4
0.2 0.0 -0.1
0.1 0.0 0.1
0.0 -0.2 0.1
-0.3 -0.1 0.1
0.1 0.1 0.1
0.0 0.1 0.0
0.0 -0.3 -0.2
0.1 0.2 0.0
1.1 0.7 2.4
0.0 0.1 -0.3
-0.1 -0.2 0.2
0.1 -0.1 0.0
0.0 0.3 -0.1